[1]
28
Properties=species:S:1:pos:R:3 method="wB97M-V/def2-TZVPD" charge=0 smiles="O=C(NNS(=O)(=O)c1ccc(Br)cc1)c1cccs1" homo_lumo_gap_ev=9.6 e_tot_ha=-4130.1669
N 0.0719 1.1474 1.1522
C -4.3783 1.2630 0.2608
H 2.3530 -2.3086 0.9279
C -4.6631 -0.0223 -0.1772
C 4.3154 -2.4714 -0.0237
H 6.1711 -1.8628 -1.0127
S -0.4210 1.5267 -0.4668
C -3.6852 -0.8409 -0.7219
H -2.8162 2.7297 0.4691
O -0.4598 2.9418 -0.6457
C 3.2373 -0.4470 0.2548
H 4.4563 -3.5355 0.0392
C -2.3911 -0.3593 -0.8224
C 3.1743 -1.8046 0.4506
H -3.9348 -1.8339 -1.0627
Br -6.4367 -0.6760 -0.0316
H -1.6023 -0.9546 -1.2542
S 4.7109 0.0136 -0.5237
C 5.2237 -1.6167 -0.5755
H 0.7681 -0.7272 0.9710
C 2.2919 0.6139 0.5659
C -2.1039 0.9184 -0.3835
O 2.5196 1.7948 0.4096
C -3.0812 1.7335 0.1547
N 1.1017 0.2081 1.1563
H -5.1597 1.8816 0.6746
O 0.3198 0.6821 -1.3577
H 0.4183 2.0064 1.5726

=====

[2]
34
Properties=species:S:1:pos:R:3 method="wB97M-V/def2-TZVPD" charge=0 homo_lumo_gap_ev=5.0 e_tot_ha=-1986.3209
H -4.0515 1.6302 2.8916
H -0.7032 -0.7968 1.9181
H 1.3377 -1.4741 1.8212
C 1.0661 0.5975 -0.7281
C -0.1694 -2.8677 0.2022
O -1.1578 2.0399 3.3076
H -1.6442 -1.8722 -1.8153
H 3.4272 3.1277 0.5053
O 3.0111 -2.3945 -0.5073
F 1.3877 3.1451 -2.1412
H -2.0919 -0.3966 -3.5242
H -2.0805 -1.5861 2.2223
C 2.0617 1.5161 -0.2874
C 2.8025 2.3620 0.1116
O 0.4672 2.0579 -4.0318
O 0.1345 -3.8870 -0.3188
N -1.3407 -1.4894 1.5327
C -0.7793 0.0436 -2.1312
O -2.4828 0.2580 2.9309
C 0.9761 -0.6213 -0.0826
C -2.2352 1.4861 3.1128
I 4.4194 -2.5059 2.0452
H -2.4092 0.9899 -2.7324
H 2.3622 -0.1011 1.5102
O -3.3782 2.3043 3.0496
O -0.9900 3.0598 -2.3274
C -0.8771 -1.1781 -1.5113
N 0.2001 0.9263 -1.7636
C -0.0263 -1.5238 -0.4839
S 0.1931 2.3984 -2.6997
C 2.9686 -1.9494 0.5798
N -1.6580 0.4347 -3.1411
C 1.9116 -0.9695 1.0422
O -0.6516 -2.7643 1.4443

=====

[3]
24
Properties=species:S:1:pos:R:3 method="wB97M-V/def2-TZVPD" charge=0 homo_lumo_gap_ev="7.2 / 7.2" e_tot_ha=-663.8912
N -1.4050 -0.1594 -0.8144
H 1.4211 1.6953 0.6950
H -3.2531 0.2539 1.0639
N -1.4103 2.9554 -0.1769
C -0.9114 1.9700 -0.5625
C 3.2109 0.5195 0.0207
C 2.6173 -1.4467 -1.3158
N -0.8805 -0.6397 2.4141
H -2.9698 -1.3630 0.9859
C 1.3037 -0.9444 -1.3052
H -4.8523 -0.7969 0.7931
C 3.5461 -0.6687 -0.5593
O -3.6402 -0.7260 -0.8477
C -0.4228 0.7113 -0.6245
H 0.5660 -1.5015 -1.8334
H -0.2477 1.4854 2.6033
H 2.9659 -2.3591 -1.6716
H 3.9167 1.1844 0.4887
C -0.6717 0.4794 2.5405
C -2.5332 -0.3449 -1.3343
C 1.8895 1.0130 0.0343
C 0.9471 0.2570 -0.6472
H 4.5713 -0.8875 -0.5295
C -3.7576 -0.6869 0.5827

=====

[4]
22
Properties=species:S:1:pos:R:3 method="wB97M-V/def2-TZVPD" charge=0 smiles=Oc1cccc(-c2cccnc2)c1 homo_lumo_gap_ev=9.0 e_tot_ha=-554.4848
H -0.8594 -3.4984 1.5628
H -1.3737 1.3154 0.9300
H 0.8502 1.9737 0.7167
H 0.9282 -2.2127 0.0918
H 2.4104 0.4781 -3.7259
C 2.0461 2.1988 -2.3639
C -0.8978 -2.4533 1.2684
C 0.6690 0.4006 -0.6884
H 2.4229 3.0563 -3.0096
O -3.0368 0.2451 2.5408
C -1.9778 -1.7973 1.8739
H -2.5117 1.2540 2.7593
N 1.7653 2.4631 -1.0417
C -2.1039 -0.4293 1.8037
C -1.1778 0.2021 0.9042
H 1.0415 -1.0226 -2.0621
C 0.1054 -1.7250 0.6046
H -2.6928 -2.4947 2.4499
C 1.3529 -0.0317 -1.8168
C 1.1091 1.6760 -0.3052
C -0.0848 -0.4312 0.2350
C 2.0153 0.8332 -2.7274

=====

[5]
27
Properties=species:S:1:pos:R:3 method="wB97M-V/def2-TZVPD" charge=-2 s2=3.759 homo_lumo_gap_ev="6.1 / 6.3" spin_multiplicity=4 e_tot_ha=-5497.1692
C 4.3641 0.3309 0.2654
C 2.8241 0.1730 0.0979
C -1.4642 -2.3213 0.2012
F 4.7469 -0.0611 1.5071
F 4.7788 1.6002 0.1123
C -0.7482 -1.2645 0.7566
N -2.4693 5.3370 -1.8607
F 5.0628 -0.4197 -0.6071
C -1.4124 -2.1517 2.9555
C -2.1332 -3.2791 0.9623
S -1.1731 2.2193 -0.1323
Cl -2.9860 -4.5821 0.2087
Cl -1.5216 -2.4511 -1.5263
S 0.0535 0.8322 -2.3941
C -0.7536 -1.2296 2.1541
O 2.1463 1.1821 0.3970
C -2.1107 -3.1935 2.3511
C -1.9104 4.3815 -2.1948
Cl 0.1324 0.0643 2.9012
Cl -1.3759 -2.0302 4.6805
Cl -2.9342 -4.3670 3.3154
C -1.2206 3.2394 -2.6693
O 2.4176 -0.9349 -0.2689
C -0.8242 2.2049 -1.8165
Co 0.2692 0.2762 -0.1292
N -0.7952 3.2321 -5.2055
C -0.9630 3.2128 -4.0616

=====

[6]
92
Properties=species:S:1:pos:R:3 method="wB97M-V/def2-TZVPD" charge=-4 homo_lumo_gap_ev=7.9 e_tot_ha=-10992.4072
F -8.1286 -18.8282 9.7932
F -10.5208 -9.8741 13.9517
N -12.5047 -20.2161 12.4336
N -8.3223 -14.5188 12.8312
F -10.3870 -12.7952 14.5845
O -10.8004 -9.7280 16.9320
O -11.3425 -10.1973 10.5419
F -10.0647 -4.4786 18.5351
O -6.2329 -12.9297 12.2951
S -10.1887 -14.1517 2.9824
F -7.4646 -14.0727 9.9642
O -12.9516 -17.7332 12.4367
F -8.6960 -9.9316 15.2325
F -10.9949 -14.8418 14.0303
F -13.9485 -22.4941 9.3884
F -10.8072 -19.8494 14.6162
C -6.8901 -15.0331 10.6212
S -9.7059 -14.1074 5.6676
C -13.3228 -22.2786 10.5844
F -8.9577 -12.2553 1.5320
O -8.3771 -23.4604 12.4625
N -9.0836 -14.5590 4.3333
S -11.9840 -12.8287 9.6182
C -9.7586 -12.3194 2.5320
F -7.9662 -15.8341 10.4464
F -10.9369 -11.6911 2.2341
F -9.2127 -8.2210 13.8685
C -11.0855 -5.3351 18.2819
S -10.2560 -11.0891 10.0371
C -7.6575 -18.9754 11.1297
O -12.0323 -14.2268 9.2084
F -14.4314 -12.8075 10.6250
N -9.6779 -7.4483 16.7775
O -11.7525 -7.9280 18.5923
S -7.3718 -22.6764 13.1973
S -7.9262 -20.8961 11.5965
S -10.5940 -8.4362 16.1987
N -10.4879 -12.5675 10.4937
S -6.6205 -14.3658 12.4148
O -9.9480 -10.8279 8.6305
F -11.7872 -5.2158 17.1065
F -12.9993 -11.9028 11.8688
O -11.5965 -14.2048 3.3459
O -14.3589 -19.8378 10.6632
C -8.7352 -10.5665 11.0183
S -13.0338 -20.4135 10.7858
O -11.7959 -7.7681 15.6026
F -13.0337 -14.1022 11.7601
F -8.1813 -23.9080 15.4715
O -10.5968 -12.9030 5.8187
C -8.0515 -13.3756 6.5178
F -10.3993 -14.2547 16.1640
F -8.8234 -9.2153 11.3524
S -10.5079 -7.1479 18.3422
F -9.1851 -11.7347 3.6192
C -11.0739 -18.6485 14.1765
C -8.0366 -22.6398 14.9983
C -13.2282 -12.9116 11.1272
N -7.1612 -20.9369 12.9558
C -10.1472 -14.1250 14.8267
F -8.3614 -12.8393 7.7436
F -14.0572 -22.6789 11.7037
O -12.0930 -20.1732 9.6861
F -5.7883 -15.2944 9.8544
F -7.5278 -12.2595 6.0201
O -9.8889 -14.8663 1.7677
F -7.1071 -22.0040 15.7680
F -8.6009 -11.2488 12.1591
F -12.0033 -18.0416 15.0224
O -10.8146 -18.5532 11.3614
S -8.2720 -14.4609 14.3594
S -11.9387 -18.7960 12.3709
Li -9.4633 -13.8034 11.4350
O -7.9186 -15.6590 15.0626
O -9.4878 -7.1439 19.4441
O -10.1169 -15.3303 6.4697
O -7.5360 -13.2253 14.8481
F -7.6512 -10.6540 10.2909
F -7.1600 -14.4346 6.6489
O -6.1297 -23.4483 13.4250
F -8.3535 -18.1199 11.8390
F -6.3386 -18.6052 11.3621
C -9.6235 -9.1852 14.6970
Cs -10.6379 -16.9776 8.6965
O -5.6741 -15.2320 13.1717
F -12.2054 -22.8670 10.6373
F -10.0171 -17.9390 14.3074
F -9.1899 -22.0584 14.9675
O -12.4853 -11.8697 8.6439
F -11.9432 -5.3021 19.2342
O -7.2283 -21.6292 10.5912
O -9.3792 -21.0800 11.7792

=====

[7]
25
Properties=species:S:1:pos:R:3 method="wB97M-V/def2-TZVPD" charge=0 homo_lumo_gap_ev=9.3 e_tot_ha=-1640.5186
N 0.0790 -0.4007 -0.6316
F -2.3023 0.6326 -1.7030
F -2.0789 0.2311 1.6863
N 0.3765 0.1000 0.4893
O 0.8254 1.2185 0.6576
C 1.3141 0.7457 -2.4067
C -0.4419 -2.1326 3.9422
F -2.2401 2.3355 -3.7730
C 0.8134 -2.2970 3.3173
C -1.1364 -0.5581 2.2159
F 1.6591 -3.1845 3.8747
F -0.7586 -2.8478 5.0480
F 2.2943 -1.6119 1.5757
C 0.1164 -0.6493 1.6395
C -1.0991 0.9256 -2.2644
C 0.1116 2.2251 -3.8976
C -1.4064 -1.2824 3.4090
C -1.1029 1.8327 -3.3074
F -2.6050 -1.2124 4.0523
F 2.5007 2.0095 -4.0085
C 1.3264 1.6637 -3.4653
C 0.1087 0.3903 -1.7792
C 1.0760 -1.5533 2.1664
F 2.4813 0.2336 -1.9830
F 0.0887 3.1861 -4.8544

=====

[8]
37
Properties=species:S:1:pos:R:3 method="wB97M-V/def2-TZVPD" charge=0 homo_lumo_gap_ev=5.4 e_tot_ha=-4101.5788
N -1.4355 0.1432 2.1642
F 3.1462 0.6948 1.4190
H -2.7181 -0.0747 -0.6436
H 5.2037 -2.0750 -1.1526
C 0.9577 -1.4316 -2.7986
C -1.7110 2.4040 3.1318
C -2.5970 1.8902 4.1190
C -2.5212 -0.6954 -3.9466
B 3.2112 1.7592 0.4833
C -2.2273 -0.2802 3.1090
H 1.4482 -1.6243 -3.7509
N 4.6413 -2.4792 -0.4221
N -0.3377 1.9827 1.2878
C -0.4462 -1.0334 -2.7850
H -0.6991 -1.3287 -4.8934
N -1.0117 -0.6760 -1.6149
H -4.1452 -0.0697 -2.6619
F 2.2658 1.3657 -0.5593
C 3.3057 -2.3164 -0.4985
H -3.4982 0.0861 4.8145
N 1.5722 -1.5918 -1.6868
N 2.8658 -1.9118 -1.6849
S 2.3784 -2.7465 0.8980
C -2.8430 0.5549 4.0943
C -3.1026 -0.3436 -2.7361
N -1.2903 3.6518 3.0016
H -2.4320 -1.3451 3.1320
C -1.1848 -1.0409 -3.9709
Sr 0.7503 -0.3465 0.4352
Se -0.1222 3.6927 1.6789
F 4.4482 1.9220 -0.0606
H -3.0335 2.5611 4.8462
C -1.1719 1.4839 2.1708
H 5.0465 -2.6545 0.4788
C -2.3025 -0.3473 -1.6084
F 2.6951 2.9241 1.0682
H -3.1055 -0.7038 -4.8575